Density functional theory data (wB97M-V/def2-TZVPD) for an isolated ion of composition C5H9N2O4 and charge +1 in a non-equilibrium geometry.

Its total energy is -16490.903 eV. As for the SMILES: COC(=O)[N+]1=C(OC)OCN1. For the orbital gap, the calculation gives 10.5 eV. The net charge is +1. For the LUMO energy, the calculation gives -3.364 eV. The strongest force on any atom comes out at 4.700 eV Å⁻¹. As for the HOMO energy: -13.815 eV. The energy above the lowest of the compared OMol25 structures with the same formula, charge and spin is 4.171 eV.

Structure (XYZ):
```
20
Properties=species:S:1:pos:R:3:forces:R:3:nbo_charge:R:1
C 0.720727 0.439908 -0.397845 -1.21 -0.99 0.72 0.94
C -0.995137 -0.609996 1.295797 1.57 -0.05 1.17 0.93
C 2.643799 0.573520 0.815375 -0.29 -1.40 0.84 0.07
C 0.618334 0.791628 -2.717242 0.09 -4.28 -1.94 -0.27
C -3.256662 -1.050073 0.638040 -0.01 0.21 -1.01 -0.26
N 1.424981 0.436851 1.701885 -0.53 -1.13 0.94 -0.45
N 0.222342 0.176205 0.845862 2.91 0.23 -1.29 -0.31
O 1.996741 0.695165 -0.460895 -0.69 1.17 -0.63 -0.43
O -0.971796 -1.255761 2.293328 0.59 0.32 -0.04 -0.54
O 0.014212 0.376190 -1.475957 0.70 -0.02 0.69 -0.40
O -1.914754 -0.406889 0.460169 -2.32 1.42 -2.48 -0.48
H 3.342885 -0.341074 0.580385 -1.11 1.64 1.34 0.21
H 3.150657 1.499314 1.241992 -0.35 -1.16 -1.38 0.24
H 1.080500 1.669837 -2.682242 2.15 3.53 0.79 0.20
H -0.147130 0.885072 -3.395681 -2.48 0.58 -0.99 0.22
H 1.207516 0.044776 -3.368405 -0.19 0.45 2.21 0.23
H -2.940143 -1.802246 1.278580 -0.30 -2.52 0.52 0.21
H -3.760653 -1.313674 -0.369067 1.48 0.45 1.75 0.24
H -3.939177 -0.507321 1.283101 0.23 1.05 -0.36 0.22
H 1.502757 -0.301430 2.432818 -0.25 0.53 -0.85 0.41
```
Positions in Å, forces in eV/Å.

***

Density functional theory data (wB97M-V/def2-TZVPD) for an isolated ion of composition C5H9N2O4P2 and charge -1 in a non-equilibrium geometry.

Its total energy is -35078.731 eV. As for the SMILES: [O-]C(PO)=P(O)(O)Cn1ccnc1. For the orbital gap, the calculation gives 6.7 eV. The net charge is -1. For the LUMO energy, the calculation gives 3.341 eV. The strongest force on any atom comes out at 4.071 eV Å⁻¹. As for the HOMO energy: -3.329 eV. The energy above the lowest of the compared OMol25 structures with the same formula, charge and spin is 0.343 eV.

Structure (XYZ):
```
22
Properties=species:S:1:pos:R:3:forces:R:3:nbo_charge:R:1
C -3.630349 0.588605 1.059235 3.12 0.01 -2.55 -0.12
C -2.296474 0.954695 1.095293 0.90 -0.07 0.61 -0.13
C -2.830572 0.296133 -0.897489 -1.07 0.06 1.35 0.14
C -0.469104 0.909021 -0.614524 1.26 -0.55 1.45 -0.58
C 2.168803 -0.129524 -0.335069 -2.90 -0.49 -0.54 0.01
N -3.955044 0.179360 -0.191891 0.12 -0.02 -0.68 -0.49
N -1.825622 0.802855 -0.172766 -0.39 -0.59 -0.18 -0.33
O 1.615826 -2.274994 0.724641 -0.39 -0.44 0.36 -1.12
O 2.541326 -0.359565 -1.460008 0.99 0.10 -0.40 -0.62
O 4.431261 1.175560 0.062388 0.45 -0.06 -0.82 -1.01
O 0.105653 -1.766088 -1.120667 -0.63 0.58 -0.28 -1.02
P 2.990653 0.925567 0.839596 0.58 2.04 -0.74 0.82
P 0.448747 -0.875618 0.231153 1.02 0.76 0.08 1.07
H -4.325215 0.823450 1.727835 -2.79 0.33 2.94 0.18
H -1.521543 1.059110 1.871911 -0.93 0.43 -0.25 0.22
H -2.669893 -0.092960 -1.853032 0.09 -0.19 -1.41 0.18
H -0.022834 1.797031 -0.021212 -0.35 -1.14 -1.75 0.19
H -0.444326 0.782951 -1.709978 0.33 0.87 0.51 0.21
H 1.040554 -2.868430 1.235323 0.38 0.18 -0.12 0.45
H 4.535933 0.663284 -0.782219 -0.54 0.37 1.03 0.50
H 0.846157 -2.376867 -1.156415 0.19 -0.34 -0.09 0.50
H 3.266061 -0.213586 1.467890 0.55 -1.84 1.47 -0.05
```
Positions in Å, forces in eV/Å.

***

Density functional theory data (wB97M-V/def2-TZVPD) for a 2-piece molecular cluster, C5H9N2P overall in a non-equilibrium geometry.

Its total energy is -17595.578 eV. For the orbital gap (spin up / spin down), the calculation gives 8.8 / 8.8 eV. The net charge is 0. For the LUMO energy (spin up / spin down), the calculation gives 0.161 / 0.163 eV. The strongest force on any atom comes out at 4.686 eV Å⁻¹. As for the HOMO energy (spin up / spin down): -8.600 / -8.600 eV. The energy above the lowest of the compared OMol25 structures with the same formula, charge and spin is 3.503 eV.

Structure (XYZ):
```
17
Properties=species:S:1:pos:R:3:forces:R:3:nbo_charge:R:1
C -0.200699 0.871378 -1.144753 -0.73 0.48 0.82 -0.02
C 0.454133 0.708786 0.047879 2.19 -1.53 3.85 -0.49
C -1.491983 0.301939 -1.462640 -3.47 -0.05 -2.76 -0.63
C 0.328177 -2.056404 1.660671 0.44 0.52 2.40 -0.68
C -0.063824 -0.666774 1.978424 -1.14 2.77 -2.88 -0.18
N 0.336971 1.697401 -1.989990 2.34 0.93 -0.73 -0.24
N 1.585064 2.124430 -1.528488 -2.65 -1.86 1.06 -0.66
P 1.980485 1.505283 0.043521 -0.92 0.13 -0.99 0.72
H -2.187877 -0.035757 -0.702307 0.65 0.02 0.87 0.22
H -1.400848 -0.592238 -2.139080 -0.02 0.92 0.34 0.22
H -2.172315 1.096038 -2.000294 1.51 -1.48 0.55 0.23
H 0.432303 -2.565488 2.688322 0.04 0.28 -1.69 0.22
H 1.261267 -1.948410 1.161856 1.15 -0.50 -0.03 0.24
H -0.297558 -2.579048 1.007135 -1.25 -0.74 -0.75 0.22
H 0.446458 -0.220821 2.814534 0.37 0.39 -0.11 0.19
H -1.070935 -0.221953 1.825916 0.63 -0.98 0.41 0.22
H 2.061183 2.581638 -2.260707 0.87 0.71 -0.34 0.41
```
Positions in Å, forces in eV/Å.

***

Density functional theory data (wB97M-V/def2-TZVPD) for one molecule with the formula C5H9N2PS2 in a non-equilibrium geometry.

Its total energy is -39265.812 eV. For the orbital gap, the calculation gives 4.8 eV. The net charge is 0. For the LUMO energy, the calculation gives -2.657 eV. The strongest force on any atom comes out at 5.038 eV Å⁻¹. As for the HOMO energy: -7.456 eV. The energy above the lowest of the compared OMol25 structures with the same formula, charge and spin is 3.841 eV.

Structure (XYZ):
```
19
Properties=species:S:1:pos:R:3:forces:R:3:nbo_charge:R:1
C -0.554466 0.625607 0.481513 -0.38 -0.60 1.00 0.22
C 2.399950 0.215764 0.249857 -0.25 1.43 1.83 -0.39
C -0.190797 2.377081 -1.003278 0.05 -0.07 -0.69 -0.44
C -0.111243 -0.993892 2.358152 -0.89 1.01 4.85 -0.45
C 0.906383 -1.407678 -1.554664 0.46 0.61 -3.15 -1.00
N 0.186310 1.097158 -0.466586 -0.04 -0.19 1.28 -0.60
N -0.064270 -0.662755 1.014855 2.19 0.60 -3.80 -0.69
P 1.341607 -1.143295 0.162420 -1.52 -2.61 -0.16 1.14
S -1.942678 1.228341 1.193606 -0.28 0.19 0.06 -0.32
S 3.035511 1.003084 1.411257 0.28 0.16 -0.97 0.45
H 0.715877 2.558507 -1.635120 -1.21 0.89 0.08 0.19
H -1.132926 2.164817 -1.604815 1.06 0.87 0.42 0.21
H -0.403587 3.195740 -0.226300 0.37 -1.21 -1.05 0.21
H -1.188297 -1.182700 2.734034 1.71 -0.08 -0.81 0.25
H 0.618435 -1.757020 2.741318 -0.93 0.16 -1.10 0.22
H 0.183453 -0.096277 3.012974 -0.39 -0.70 -0.80 0.19
H 1.332166 -2.312276 -1.996220 1.07 -0.06 0.54 0.25
H 1.192080 -0.555164 -2.313182 -0.84 -1.46 1.78 0.27
H -0.111442 -1.765713 -1.742952 -0.44 1.05 0.68 0.28
```
Positions in Å, forces in eV/Å.

***

Density functional theory data (wB97M-V/def2-TZVPD) for a 2-piece molecular cluster, C5H9N2S overall in a non-equilibrium geometry.

Its total energy is -19136.906 eV. For the orbital gap, the calculation gives 8.7 eV. The net charge is +1. For the LUMO energy, the calculation gives -4.035 eV. The strongest force on any atom comes out at 3.730 eV Å⁻¹. As for the HOMO energy: -12.715 eV. The energy above the lowest of the compared OMol25 structures with the same formula, charge and spin is 2.824 eV.

Structure (XYZ):
```
17
Properties=species:S:1:pos:R:3:forces:R:3:nbo_charge:R:1
C -1.572219 0.070430 1.162831 -0.41 -1.12 0.93 -0.13
C -0.693297 -0.840485 0.657800 -0.29 1.89 -1.23 -0.26
C 1.847243 -0.282938 -0.185013 -1.32 -1.21 -1.95 -0.02
C -1.861817 1.149018 0.167279 2.68 -0.20 -1.46 -0.27
C -0.333673 -0.436720 -0.738259 -1.56 1.54 0.27 0.14
N 2.510052 -1.428366 -0.233393 1.38 1.33 3.20 -0.73
N -1.028603 0.700772 -1.014928 0.00 -0.36 0.94 -0.55
S 2.364070 1.078998 0.590797 0.26 1.27 0.21 0.20
H -2.150627 0.027307 2.142493 1.28 0.07 -1.34 0.26
H -0.067244 -1.647581 0.962235 -0.61 -0.64 1.26 0.24
H -2.832185 1.366022 -0.165359 -1.79 -0.58 -0.30 0.24
H -1.508658 2.149176 0.367766 0.37 0.30 1.10 0.23
H -0.362259 -1.129443 -1.564549 1.21 -0.39 -0.06 0.23
H 2.092770 -2.200959 -0.676877 -0.53 -0.97 -0.62 0.41
H 3.256302 -1.685304 0.505851 -1.21 0.59 -1.84 0.41
H -1.213175 1.083190 -1.941749 0.27 -0.45 0.42 0.43
H 1.553315 2.026886 -0.036920 0.28 -1.08 0.48 0.17
```
Positions in Å, forces in eV/Å.

***

Density functional theory data (wB97M-V/def2-TZVPD) for one molecule with the formula C5H9N3 in a non-equilibrium geometry.

Its total energy is -9798.785 eV. As for the SMILES: [H]/N=C(\N)C1=CCNC1. For the orbital gap, the calculation gives 9.5 eV. The net charge is 0. For the LUMO energy, the calculation gives 0.718 eV. The strongest force on any atom comes out at 5.447 eV Å⁻¹. As for the HOMO energy: -8.756 eV. The energy above the lowest of the compared OMol25 structures with the same formula, charge and spin is 2.682 eV.

Structure (XYZ):
```
17
Properties=species:S:1:pos:R:3:forces:R:3:nbo_charge:R:1
C -0.757218 -0.147143 -1.518462 2.04 0.94 2.19 0.41
C 0.123068 0.173940 -0.286556 -0.99 -0.26 -0.93 -0.10
C 0.515350 1.364414 0.123332 0.10 1.58 0.17 -0.16
C 1.163737 1.241271 1.535479 -0.78 3.05 -0.37 -0.25
C 0.448400 -0.846939 0.779376 -0.76 -0.94 -0.89 -0.26
H -1.321947 -1.979801 -2.491839 0.62 1.45 1.99 0.41
H -0.673583 -2.152624 -0.708966 -1.26 2.73 -3.96 0.41
H -1.986129 0.497637 -2.884042 2.75 0.92 1.54 0.32
H 0.253963 2.333762 -0.373685 0.58 -1.11 0.38 0.24
H 2.288702 1.263154 1.552771 -0.98 0.88 -0.15 0.20
H 0.625652 2.032648 2.224324 1.69 -1.26 -1.15 0.20
H -0.064735 -0.114904 2.560142 1.88 0.77 -1.01 0.37
H -0.493413 -1.411794 1.025800 0.93 0.14 -0.13 0.18
H 1.200686 -1.585896 0.360258 -0.35 0.70 0.93 0.19
N -0.987044 -1.465630 -1.616269 0.00 -5.24 1.50 -0.85
N -1.130592 0.833810 -2.218759 -3.40 -0.55 -2.50 -0.69
N 0.795101 -0.035905 1.937096 -2.08 -3.82 2.39 -0.63
```
Positions in Å, forces in eV/Å.